No. 1
25
Properties=species:S:1:pos:R:3:forces:R:3 method="wB97M-V/def2-TZVPD" largest_force_ev_per_a=2.0 spin_multiplicity=2 lumo_ev="0.7 / 0.6" e_above_lowest_ev=1.2742 total_charge=0 mol_weight_g_mol=121.204 gap_ev="3.36 / 11.08" homo_energy_ha="-0.0985 / -0.3869"
H 2.072 -0.092 1.403 0.1831 0.1623 0.1818
H -1.779 -0.059 0.942 -0.6352 -0.1920 0.3449
H -3.158 -0.403 -0.066 -0.4299 -0.2217 0.3066
H 1.707 -1.146 -1.283 -0.0515 -0.0417 -0.0474
H -1.018 0.292 -1.747 0.4283 -0.0454 0.3081
H -0.049 0.514 1.098 0.1035 0.0712 0.5429
H 2.600 -1.885 -0.172 -0.2033 -0.4918 -0.0928
C 0.205 1.464 0.632 0.4360 -0.5859 -0.9636
H 3.306 0.071 0.121 0.0935 0.4150 0.2687
H -1.662 -1.277 -0.131 -0.3346 -0.0049 -0.0666
H 0.520 2.166 1.393 -0.3426 0.2324 0.3227
H -0.723 2.542 -0.989 0.1204 0.7599 0.0470
C 1.460 1.159 -0.233 -1.9368 -0.0572 -0.2759
N 1.781 -1.297 -0.281 0.4793 0.5775 0.3551
H -2.513 1.096 -1.470 -0.1808 -0.2429 0.0568
H -1.700 2.423 0.488 -0.5935 -0.1879 -0.2612
C -1.031 1.891 -0.179 1.5623 -0.4607 -0.4126
H 0.278 -2.416 0.347 0.0192 0.4142 -0.0306
H -0.592 -3.475 1.046 -0.2790 0.1514 -0.0678
H 1.110 0.934 -1.248 0.0806 -0.4316 0.0465
C 2.239 0.005 0.335 0.2702 -0.8277 -0.8399
H 1.956 2.082 -0.411 1.0934 0.6832 0.3289
C -1.623 0.718 -0.957 -1.2220 0.3571 0.8070
O -0.635 -2.595 0.648 0.3686 -0.5237 0.1410
N -2.104 -0.352 0.012 0.9709 0.4909 -0.9995

No. 2
25
Properties=species:S:1:pos:R:3:forces:R:3 method="wB97M-V/def2-TZVPD" largest_force_ev_per_a=7.1 spin_multiplicity=1 lumo_ev=-3.1 e_above_lowest_ev=2.4475 total_charge=+1 mol_weight_g_mol=121.204 gap_ev=10.08 homo_energy_ha=-0.4845
H 1.103 0.510 -1.425 -0.1706 -0.3268 0.3124
H 0.466 2.925 -1.028 -1.4044 -2.4550 0.8925
N -0.927 -0.487 1.259 1.7977 0.8148 0.4602
H -0.930 -3.179 -1.162 0.2567 0.4589 -0.1855
H -1.045 -0.528 -0.923 1.3039 -0.1191 1.8459
H -1.413 -1.288 1.686 -0.1559 -0.0228 -1.1216
H -0.101 -0.340 1.875 -0.7866 0.6542 0.0612
H 2.218 1.443 2.565 5.6161 3.9930 -0.2073
H -2.204 1.375 -1.278 0.6247 -0.1516 -0.9203
H -0.729 0.981 -2.465 -0.9636 0.1184 0.5628
N -0.312 -3.095 -0.366 0.1230 0.8421 0.9919
H 1.677 0.225 3.183 0.7117 -1.1256 1.3769
H -1.289 2.665 -2.253 -0.7990 -1.6977 0.4260
H 0.310 -3.882 -0.363 -0.0134 -0.4668 0.0422
O 1.516 0.935 2.605 -6.3674 -3.0740 -0.8640
C -0.207 1.975 -0.672 3.6997 1.8696 2.4985
C -1.219 1.650 -1.719 -0.4582 2.5722 -0.9653
H 1.169 -1.651 -1.143 -0.7513 -0.6791 1.1431
H -1.491 0.355 1.203 -0.2993 0.0694 0.7848
C -0.230 -0.545 -0.084 -0.2417 -0.7492 -2.6985
H 1.183 -2.024 0.554 1.3498 -0.3799 1.8230
H 1.682 0.850 0.187 -2.0450 0.0282 -0.4157
C 0.514 -1.890 -0.222 -0.6169 1.2726 -3.8848
H -0.450 2.264 0.412 -0.8454 0.1171 -1.6654
C 0.709 0.757 -0.424 0.4353 -1.5628 -0.2929

No. 3
25
Properties=species:S:1:pos:R:3:forces:R:3 method="wB97M-V/def2-TZVPD" largest_force_ev_per_a=4.8 spin_multiplicity=1 lumo_ev=-3.0 e_above_lowest_ev=3.0503 total_charge=+1 mol_weight_g_mol=121.204 gap_ev=9.49 homo_energy_ha=-0.4584
H -2.245 1.665 -2.226 1.8761 -0.0563 -1.3500
O 0.511 -3.299 0.046 3.2786 1.9616 -2.0901
H -0.583 -1.989 0.413 1.3099 -1.7061 0.8023
H 0.185 -0.159 -2.096 -1.4854 3.2371 0.9229
N -0.402 0.712 -1.704 0.1376 -3.6840 -0.9831
N -0.625 -1.037 0.708 -2.4897 0.4360 -0.3001
H 1.443 -0.554 0.608 0.7229 -0.6043 -0.8935
H 1.407 1.669 -1.088 -1.4089 -0.7738 0.6136
C 0.776 -0.244 2.537 0.1700 -2.8175 3.9070
C 0.104 1.237 0.619 -1.1040 1.3677 2.6115
C 0.549 -0.266 1.091 -1.1166 4.5058 -0.9407
H -1.060 1.406 0.859 2.3325 -0.7333 -0.1816
H -0.510 2.328 -2.795 -1.5645 0.4126 -0.4108
C 0.260 1.617 -0.826 4.7693 0.1158 -0.2762
H 1.244 -3.442 -0.654 -1.8864 0.1989 1.7697
H 0.174 2.688 -1.092 -1.3230 -0.4995 0.6475
H 0.618 1.985 1.347 -0.6498 -1.2412 -1.4781
H 1.723 0.021 2.955 1.1584 0.9829 -0.9329
H 0.148 0.169 3.359 -0.6992 0.3265 -1.5262
C -1.194 1.458 -2.685 0.2791 0.7555 0.4326
H -1.013 -0.711 -0.224 0.0794 1.1756 0.9937
H -1.158 1.046 -3.692 -0.7025 -0.5319 0.2431
H -1.276 -0.915 1.514 0.0029 -0.2254 -1.2213
H 0.868 -1.297 2.910 -0.4464 0.1584 -0.4916
H 0.056 -4.091 0.116 -1.2404 -2.7610 0.1322

No. 4
25
Properties=species:S:1:pos:R:3:forces:R:3 method="wB97M-V/def2-TZVPD" largest_force_ev_per_a=4.7 spin_multiplicity=1 lumo_ev=-3.2 e_above_lowest_ev=2.7726 total_charge=+1 mol_weight_g_mol=121.204 gap_ev=9.89 homo_energy_ha=-0.4798
C -0.605 -0.911 1.348 -1.2890 1.5670 -0.0558
H -1.422 -1.076 -1.366 1.9603 0.2431 0.3285
O 0.739 2.685 -0.795 -0.6096 -0.3685 -1.4430
H 0.851 2.130 -1.623 0.0050 1.0790 1.5100
H 0.134 3.382 -1.118 0.4698 -0.1816 0.2937
H 1.943 -1.079 1.282 -0.4290 -1.0238 0.1359
H -2.090 0.439 0.317 1.4984 0.4082 2.3796
H -0.316 1.639 2.610 0.0814 -0.2861 0.2905
H 0.856 0.671 -1.887 -0.3127 -3.4733 -0.5780
H 2.205 -1.105 -0.387 -1.0565 -1.2270 0.7445
H -0.204 -2.273 -1.261 0.7032 -1.3521 -0.1981
H 0.127 1.525 0.932 -0.9354 -0.0422 0.9978
H 1.341 -2.647 0.296 0.1255 1.5471 0.4993
N 0.167 -0.690 0.147 3.0877 -2.8222 -0.1739
C -0.266 -1.223 -1.220 -3.0336 3.4358 0.9477
H -1.155 -1.845 1.359 -0.6489 -0.0874 -0.1040
C -1.548 0.383 1.379 -1.5206 -2.8980 -0.3351
H -0.030 -0.169 -3.206 0.8511 -0.9800 0.9621
H 1.421 -1.099 -2.447 0.1400 0.9554 -0.6144
C 0.566 -0.435 -2.275 -0.8398 1.5540 0.1069
C 1.463 -1.517 0.390 0.9407 2.3483 -1.7412
N -0.673 1.562 1.667 -0.1739 0.8625 -2.6163
H -2.360 0.201 2.146 0.9831 0.9019 -0.6476
H -1.178 2.445 1.434 0.4763 -0.6969 0.3962
H 0.036 -0.993 2.277 -0.4735 0.5371 -1.0852

No. 5
26
Properties=species:S:1:pos:R:3:forces:R:3 method="wB97M-V/def2-TZVPD" largest_force_ev_per_a=3.2 spin_multiplicity=1 lumo_ev=-3.2 e_above_lowest_ev=2.5114 total_charge=+1 mol_weight_g_mol=137.203 gap_ev=9.37 homo_energy_ha=-0.4623
H -1.179 -0.705 0.447 0.8024 -0.8620 0.3705
O -2.741 0.729 -0.414 0.0064 -0.7274 0.1421
C 2.003 1.404 0.550 0.2830 -0.1385 2.2291
O -0.456 1.279 1.446 -0.9440 -1.3823 -0.9737
H 2.852 1.372 1.244 -0.3925 -0.0607 0.5612
H 0.047 -1.353 -2.499 0.3009 0.5495 0.7641
H -0.098 0.547 -0.949 2.1468 -1.0715 0.5660
H -1.987 -2.230 0.461 -0.0762 0.0632 0.5419
H -0.585 -3.256 -1.223 -0.0365 0.8954 0.2726
H 2.634 -0.419 -0.165 -0.5585 -0.6178 0.6371
C 0.531 -1.368 -1.489 2.3102 -0.3646 -1.8333
H 1.582 -1.749 -1.690 -1.2685 -0.1732 0.0579
H 0.390 -2.789 0.143 0.1020 0.0843 0.4204
H -0.497 0.599 2.132 1.0104 0.6029 0.2933
N -1.354 -1.616 -0.036 -1.1534 0.4949 -0.8813
C -0.210 -2.375 -0.654 -0.2447 -0.1709 0.5031
H -2.706 1.323 0.357 0.1639 0.1906 -0.9392
C 1.679 -0.024 0.240 0.1392 -0.4660 -3.1346
H 0.408 2.701 0.412 -0.2926 0.5662 0.5578
N 0.786 -0.065 -0.932 -2.5494 1.1179 -1.0170
H -1.945 -1.148 -0.748 0.0327 -0.6220 -0.1647
H 2.483 2.072 -0.210 -1.1947 -1.0363 -0.1765
H 0.916 2.495 2.144 0.6160 0.7393 -0.0368
H 1.184 -0.679 0.978 1.0638 0.6605 0.7248
H -2.643 1.162 -1.270 -0.1919 0.6341 0.5867
C 0.744 2.021 1.192 -0.0747 1.0945 -0.0716

No. 6
31
Properties=species:S:1:pos:R:3:forces:R:3 method="wB97M-V/def2-TZVPD" largest_force_ev_per_a=7.2 spin_multiplicity=1 lumo_ev=-13.0 e_above_lowest_ev=6.9734 total_charge=+2 mol_weight_g_mol=405.582 gap_ev=4.15 homo_energy_ha=-0.6293
H 10.088 -17.719 -3.964 0.2337 -1.1475 -0.2303
H 13.150 -10.645 -3.455 0.0161 0.0109 0.6540
H 11.686 -14.732 -7.373 -0.4784 0.5348 -0.1226
H 12.362 -14.613 -5.100 -0.1064 -0.8051 -1.4701
H 11.747 -18.386 -4.301 -0.7728 -0.4004 -0.0719
C 11.942 -12.573 -6.849 -1.6517 0.8876 -0.9135
H 13.307 -14.069 -7.607 -0.3233 0.6400 -0.7165
O 10.744 -12.554 -6.075 0.2034 2.7683 -4.5538
H 10.979 -12.878 -5.203 0.5646 -0.8271 0.4172
N 12.873 -16.413 -3.527 0.9988 1.3570 0.6511
O 10.812 -15.686 -3.230 1.3129 0.6601 3.5779
H 13.154 -15.452 -3.394 1.0321 -0.6097 0.4991
O 12.992 -14.617 -5.824 0.4565 0.8628 0.0798
C 12.422 -14.035 -6.972 1.2998 -2.0748 -0.1123
C 11.569 -16.570 -3.468 2.8166 -5.7349 -2.3219
H 12.805 -11.998 -6.515 -0.1773 -0.0044 0.6187
H 11.635 -12.116 -7.790 0.2806 -0.5727 -0.3290
C 12.608 -11.471 -3.915 -0.1591 -0.9394 -0.8439
H 13.550 -17.160 -3.574 -0.0060 0.2143 -0.0593
H 12.144 -13.325 -3.741 2.1824 5.3826 1.1328
H 10.581 -11.651 -4.695 -0.7443 -0.8008 -1.7288
O 12.482 -12.627 -3.176 3.4797 3.3620 3.1621
N 11.096 -17.731 -3.890 -0.2314 -0.1948 0.2280
H 11.897 -14.128 -3.910 -2.8885 -4.6780 -0.5806
Tl 9.274 -14.583 -3.543 -6.4921 3.0944 -0.5453
H 13.098 -11.602 -4.879 0.4360 -0.2019 0.2845
O 11.144 -13.733 -4.390 -1.5942 -4.3729 1.0387
H 11.248 -9.983 -4.737 -0.1729 -0.0334 0.0617
O 10.402 -10.789 -3.029 1.0199 0.3355 -2.3129
C 11.233 -10.931 -4.200 -0.7481 3.5818 3.7744
H 10.356 -11.665 -2.640 0.2133 -0.2943 0.7329

No. 7
28
Properties=species:S:1:pos:R:3:forces:R:3 method="wB97M-V/def2-TZVPD" largest_force_ev_per_a=16.4 spin_multiplicity=1 lumo_ev=-5.2 e_above_lowest_ev=10.3501 total_charge=+1 mol_weight_g_mol=229.201 gap_ev=6.26 homo_energy_ha=-0.4220
N 0.000 1.228 4.327 -0.0501 -2.9045 -1.2325
H 0.605 1.764 -4.100 -0.0322 -0.1225 0.4557
H -0.640 1.514 -0.216 -1.9176 2.0368 -1.2984
N 0.000 -1.228 4.327 0.0114 2.7825 -0.8970
C 0.544 1.761 -2.997 -0.0171 0.0893 0.2033
H 1.421 -0.807 -4.268 -0.0471 -0.0477 0.4909
S 0.000 0.000 2.000 0.0004 1.0880 4.5983
H 2.383 -0.742 -2.743 -0.3774 -0.0872 -0.1856
C -1.756 -0.771 0.100 -12.6521 -5.0659 -0.5455
H 0.000 2.126 3.821 0.0340 -0.9388 0.2938
H 1.541 0.775 -0.096 1.5476 0.2965 -0.5383
H -2.217 0.332 -2.948 0.2689 -0.2144 -0.1932
C 0.000 0.000 3.620 0.1421 -0.4996 6.4309
H 0.679 -1.098 0.629 4.3964 -7.8473 -0.2190
H 0.000 -2.126 3.821 0.0010 1.0056 0.4023
H 0.000 -1.236 5.357 0.0398 -0.0525 -0.9516
O -2.843 -1.207 0.159 4.9495 2.0113 0.0021
C -1.407 -0.332 -3.290 -0.0603 -0.0335 0.1587
H 1.167 -2.034 -2.974 0.1232 0.3658 -0.1270
H -1.696 -1.371 -3.062 0.0761 0.3369 -0.1844
H -1.265 -0.217 -4.379 -0.0290 -0.0476 0.5059
P 0.128 0.085 -2.349 0.4894 0.2292 -3.9980
H 0.000 1.236 5.357 -0.0418 -0.0044 -0.9624
C 1.397 -0.975 -3.176 -0.0279 -0.0460 0.0809
H 0.685 -1.218 -0.254 4.6692 -8.0121 1.0423
Sc 0.000 0.000 0.000 -1.4293 16.0963 -3.0307
H -0.231 2.469 -2.662 0.3134 -0.2883 -0.1290
H 1.507 2.073 -2.563 -0.3806 -0.1259 -0.1726

No. 8
28
Properties=species:S:1:pos:R:3:forces:R:3 method="wB97M-V/def2-TZVPD" largest_force_ev_per_a=1.2 spin_multiplicity=1 lumo_ev=0.6 total_charge=0 mol_weight_g_mol=163.225 gap_ev=9.13 homo_energy_ha=-0.3140
H -5.439 0.204 -0.370 0.2036 -0.2172 0.1690
H 4.191 -0.361 1.025 -0.3716 -0.1270 -0.0913
C 1.738 1.174 0.660 0.1959 -0.3288 0.3180
H -3.412 1.152 0.581 0.0693 -0.1815 -0.3274
N 3.833 -1.978 -0.269 0.7834 -0.0598 0.6952
C 2.074 -0.300 0.374 -0.0350 0.0198 -0.0798
H 4.098 -2.606 0.493 -0.3425 0.4534 -0.3422
H 2.188 1.428 1.633 -0.0088 0.1640 -0.1485
H 0.452 -1.223 -0.467 -0.0431 -0.0386 0.0146
H -6.095 -1.298 0.305 0.4091 0.0810 -0.0164
C 3.570 -0.610 0.150 0.2224 0.7298 -0.4058
H 1.636 2.933 -0.411 -0.2240 0.0355 0.0546
N -3.004 0.767 -0.273 0.0538 0.1062 0.1054
H -2.117 -1.026 -0.783 0.4266 -0.3220 0.0237
C -5.220 -0.632 0.317 -0.3621 -0.1728 0.3749
N -4.008 -1.371 -0.045 0.2237 0.7953 -0.5507
H 0.646 1.212 0.797 0.3464 0.1939 -0.1937
H -1.657 1.749 -1.198 -0.0981 -0.0648 0.1461
N 2.150 2.064 -0.438 0.6606 0.1267 0.2928
H 1.754 -0.857 1.265 -0.0249 -0.0480 -0.1792
H 3.045 -2.343 -0.767 -0.4316 -0.1838 -0.2544
H 3.920 0.081 -0.647 -0.1474 -0.3545 0.2325
H 3.134 2.353 -0.320 -0.6981 -0.4302 -0.1564
O -1.685 1.260 -0.364 0.1502 0.1500 -0.1126
H -5.161 -0.229 1.344 0.0387 -0.0249 -0.2508
C -3.016 -0.631 -0.349 -1.1167 -0.1455 0.4252
H 1.063 -0.097 -1.465 0.5108 -0.1553 0.5390
N 1.322 -0.816 -0.779 -0.3908 -0.0008 -0.2817